Entry 1:
100
Properties=species:S:1:pos:R:3:mulliken_charge:R:1 method="wB97M-V/def2-TZVPD" lumo_ev=1.7 charge=-1 energy_ha=-5536.6803 homo_lumo_gap_ev=4.958 homo_ha=-0.118
Rb 0.0801 0.3060 -0.7412 0.49
O 1.3530 4.4726 -2.2946 -0.73
S 1.1245 3.5040 -1.2449 0.34
O 1.7277 2.1941 -1.4220 0.07
N -0.3722 3.2507 -0.8626 0.28
C -1.3354 4.2250 -0.9167 0.23
C -1.1254 5.5926 -0.8260 -0.63
C -2.1929 6.5072 -0.8370 -1.01
C -3.4911 6.0934 -0.9320 -0.89
C -3.7632 4.7090 -1.0350 1.24
C -5.0798 4.2076 -1.1509 -0.70
C -5.2863 2.8657 -1.2673 -0.88
C -4.1621 2.0118 -1.2658 -0.29
N -2.9293 2.4321 -1.1506 0.05
C -2.7031 3.7692 -1.0337 -0.35
C 1.9476 4.1715 0.1992 0.24
C 1.3714 4.0649 1.4550 0.25
C 2.0501 4.5405 2.5685 -0.70
C 3.3049 5.1149 2.4245 -0.60
C 3.8770 5.2221 1.1627 -0.62
C 3.1978 4.7554 0.0477 -0.84
H -0.1142 5.9697 -0.7609 0.52
H -1.9667 7.5649 -0.7642 0.37
H -4.3137 6.7990 -0.9373 0.35
H -5.9092 4.9067 -1.1481 0.38
H -6.2803 2.4472 -1.3588 0.39
H -4.3014 0.9378 -1.3529 0.48
H 0.3902 3.6147 1.5439 0.33
H 1.5994 4.4643 3.5509 0.46
H 3.8376 5.4800 3.2939 0.37
H 4.8562 5.6699 1.0472 0.40
H 3.6268 4.8386 -0.9427 0.44
C 3.0124 -1.8910 2.4728 -0.91
Si 3.7156 -1.2789 0.8240 -0.15
C 3.8228 0.5874 1.1153 -0.38
C 5.5074 -1.9150 0.7833 -1.13
C 2.7330 -1.6633 -0.6782 1.33
C 1.6903 -2.6323 -0.6916 -0.36
C 1.6868 -3.8195 0.1154 -0.72
C 0.6572 -4.7174 0.0693 -0.96
C -0.4118 -4.5070 -0.8154 0.00
C -0.3237 -3.3800 -1.6084 -0.58
N 0.6403 -2.4702 -1.5669 -0.01
Si 3.3630 -1.0942 -2.3035 0.52
C 4.3763 -2.4944 -3.0961 -1.33
C 2.1104 -0.6336 -3.6446 -0.94
C 4.5606 0.3613 -2.2046 -0.76
H 3.6287 -1.4502 3.2660 0.36
H 3.0094 -2.9708 2.6209 0.36
H 1.9912 -1.5227 2.5862 -0.02
H 4.6448 0.8282 1.7993 0.42
H 2.8887 0.9213 1.5791 -0.15
H 3.9538 1.1680 0.2019 0.06
H 6.0558 -1.6375 1.6896 0.32
H 6.0494 -1.5084 -0.0747 0.30
H 5.5263 -3.0054 0.6911 0.27
H 2.5518 -4.0253 0.7262 0.52
H 0.6923 -5.6089 0.6876 0.38
H -1.2439 -5.1954 -0.8914 0.34
H -1.0983 -3.1762 -2.3505 0.26
H 3.7806 -3.4110 -3.1496 0.30
H 5.2601 -2.7137 -2.4891 0.30
H 4.7083 -2.2428 -4.1092 0.29
H 1.4467 -1.4733 -3.8580 0.24
H 2.6509 -0.3664 -4.5590 0.37
H 1.4986 0.2268 -3.3689 0.13
H 5.4117 0.1564 -1.5504 0.26
H 4.0681 1.2752 -1.8685 -0.03
H 4.9518 0.5389 -3.2118 0.39
C -2.1698 1.8812 1.9704 -0.19
As -1.0635 0.5923 2.8723 0.50
C -0.1728 1.5506 4.2921 -0.92
C -2.2474 -0.6620 3.7281 -0.99
O 0.0244 -0.1285 1.8825 0.00
H -2.6420 2.5464 2.6943 0.43
H -2.9362 1.3628 1.3966 0.13
H -1.5526 2.4537 1.2765 -0.37
H -0.8839 2.1054 4.9037 0.40
H 0.5410 2.2327 3.8318 -0.01
H 0.3719 0.8355 4.9060 0.40
H -2.9025 -0.1488 4.4324 0.39
H -1.6392 -1.3978 4.2514 0.35
H -2.8372 -1.1548 2.9564 0.11
C -3.4933 -5.0916 -3.1442 -1.46
C -3.8047 -4.7395 -1.7290 0.81
C -4.1739 -5.6256 -0.7629 -0.83
C -4.3829 -5.1208 0.5410 1.00
N -4.2566 -3.8552 0.8574 -0.53
C -3.8853 -2.9598 -0.0951 -0.13
S -3.6752 -1.3353 0.1775 -0.35
N -3.6891 -3.4456 -1.3746 0.10
C -4.7516 -6.0546 1.6535 -1.25
H -3.7464 -6.1300 -3.3422 0.39
H -2.4271 -4.9488 -3.3305 0.30
H -4.0467 -4.4522 -3.8333 0.38
H -4.2814 -6.6763 -0.9853 0.33
H -3.3811 -2.7553 -2.0461 0.28
H -5.1563 -6.9932 1.2782 0.35
H -5.4682 -5.5739 2.3161 0.37
H -3.8563 -6.2728 2.2391 0.27



Entry 2:
26
Properties=species:S:1:pos:R:3:mulliken_charge:R:1 method="wB97M-V/def2-TZVPD" lumo_ev=1.0 charge=0 energy_ha=-390.5916 homo_lumo_gap_ev=9.829 smiles=CCc1ccccc1.CC homo_ha=-0.326
C 0.4524 -2.9503 -0.5133 -0.69
C 1.7248 -3.8194 -0.4036 -1.09
C 0.3363 -1.6233 0.1863 0.56
C 1.4161 -0.7086 0.0309 -0.59
C -0.7524 -1.3384 0.9865 -0.40
C 1.2549 0.5442 0.5978 -0.33
C -0.8920 -0.0710 1.5675 -0.40
C 0.1236 0.8319 1.4145 -0.52
H 0.5087 -2.7000 -1.5973 0.28
H -0.4774 -3.5101 -0.5232 0.43
H 1.6180 -4.7686 0.1136 0.31
H 2.3353 -1.0215 -0.4356 0.40
H -1.3972 -2.0572 1.4517 0.32
H 2.1854 1.1433 0.6456 0.32
H -1.7220 0.0863 2.2627 0.39
H 0.2570 1.6932 2.0808 0.37
H 2.4820 -3.3115 0.2181 0.36
H 2.1750 -4.0758 -1.3834 0.27
C -1.7164 2.8208 -1.1517 -0.49
C -1.2376 4.0864 -0.5316 -0.86
H -1.3505 2.6483 -2.1659 0.26
H -1.4937 1.9924 -0.4829 -0.01
H -2.8063 2.7603 -1.2381 0.31
H -1.4628 4.2928 0.5110 0.29
H -0.0996 4.0576 -0.5326 0.21
H -1.4617 4.9983 -1.1081 0.31



Entry 3:
129
Properties=species:S:1:pos:R:3:mulliken_charge:R:1 method="wB97M-V/def2-TZVPD" lumo_ev=-5.2 charge=+1 energy_ha=-2584.1280 homo_lumo_gap_ev=3.993 homo_ha=-0.338
C 11.9192 -7.7911 52.3154 -1.46
C 12.0901 -6.6830 51.1205 2.68
C 12.6496 -7.2865 49.9040 -2.09
C 11.7698 -8.3844 49.1217 -0.03
C 10.4298 -7.6671 48.7746 -0.62
C 9.7754 -7.0640 50.0957 0.80
N 10.7157 -6.3505 50.9202 1.12
O 10.2116 -5.3164 51.5949 -0.35
C 8.9452 -8.1817 50.8333 0.49
C 8.6848 -6.1863 49.4379 -1.88
C 12.8507 -5.4860 51.5859 -0.58
H 11.2394 -8.5921 52.0303 0.35
H 11.4495 -7.4810 53.1457 0.37
H 12.9355 -8.1212 52.4798 -0.18
H 13.4694 -7.8389 50.1928 0.77
H 12.8668 -6.5253 49.1580 0.34
H 11.7221 -9.3185 49.6786 -0.16
H 12.2406 -8.7622 48.2291 0.70
H 9.6244 -8.3336 48.3859 0.26
H 10.9467 -6.5926 48.1106 -0.14
H 8.0978 -8.4328 50.3656 1.03
H 8.6147 -7.7545 51.9150 -1.10
H 9.6849 -9.0403 51.1387 -0.49
H 8.1220 -6.6349 48.5442 0.16
H 8.9560 -5.2654 48.9041 0.37
H 8.1409 -6.0688 50.2476 0.67
H 12.9651 -4.7735 50.6170 0.26
H 13.8983 -5.6574 51.8190 0.07
H 12.5232 -4.8886 52.3865 -0.41
N 11.4372 -11.8291 49.3839 0.09
C 10.9745 -11.2261 48.1101 -1.07
C 9.4732 -10.9137 48.2895 -0.64
C 9.0242 -11.4988 49.6952 -0.94
C 10.3598 -12.0381 50.3152 -1.03
H 12.2771 -12.0867 49.5797 0.57
H 11.6818 -11.2722 47.3987 0.68
H 8.7878 -10.6350 47.5125 0.89
H 8.1001 -11.6276 50.0598 0.91
H 10.5871 -12.4807 51.1418 0.67
N 7.5036 -9.8025 55.0789 0.04
C 6.3523 -9.5314 54.3733 -0.48
C 6.5166 -10.1093 53.0052 -0.45
C 7.9214 -10.7745 53.0729 -0.19
C 8.4533 -10.5705 54.4525 -0.79
H 7.5051 -9.2238 55.9790 0.34
H 5.6113 -8.8005 55.0491 0.22
H 5.8604 -10.0623 52.1626 0.48
H 8.2841 -11.4072 52.3327 0.59
H 9.3925 -11.0743 55.0589 0.24
N 10.2316 -6.8281 56.9856 -0.15
C 9.3362 -5.7096 57.1343 -0.46
C 8.6451 -5.7547 55.8430 -1.19
C 9.1206 -6.9288 54.9620 0.11
C 10.2858 -7.5330 55.7684 -1.40
H 11.0485 -7.0316 57.6871 0.29
H 9.4936 -5.4316 58.0772 0.61
H 8.0126 -4.9240 55.3590 0.28
H 8.8170 -7.1476 53.9560 0.64
H 10.9744 -8.1683 55.6276 1.12
N 14.3188 -13.0443 48.8529 0.00
C 14.4496 -11.6951 49.0825 -1.11
C 14.4916 -11.2879 50.5839 0.13
C 14.3925 -12.7724 51.1456 -0.50
C 14.3149 -13.6723 49.9969 -0.55
H 14.1885 -13.4587 47.8405 0.36
H 14.2354 -10.9539 48.3790 0.69
H 14.2321 -10.3413 51.1853 0.19
H 14.2900 -12.9624 52.2042 0.44
H 14.5509 -14.8047 49.8633 0.32
N 11.2586 -4.3124 55.0215 0.18
C 12.6172 -3.9409 55.1722 -0.76
C 12.7761 -2.6955 54.3024 -0.49
C 11.4174 -2.3978 53.7400 -1.12
C 10.5354 -3.4067 54.2383 -0.40
H 10.7204 -4.8675 55.5230 0.68
H 13.2207 -4.6058 55.6230 0.51
H 13.7694 -2.2362 54.3150 0.52
H 11.2826 -1.4563 53.2946 0.54
H 9.5058 -3.5397 54.0202 0.38
N 17.3622 -2.1078 50.8073 0.00
C 16.0183 -2.1915 51.2780 -0.88
C 15.9345 -3.4692 52.1257 0.33
C 17.3376 -3.9744 52.3327 -0.67
C 18.1930 -3.0520 51.4281 -0.83
H 17.8566 -1.5181 50.1119 0.25
H 15.2038 -1.4677 50.9588 0.34
H 15.0704 -3.9357 52.6409 0.43
H 17.6579 -4.7849 52.9497 0.55
H 19.0762 -3.0668 51.4848 0.57
N 4.2601 -8.7509 48.6811 -0.20
C 5.4375 -9.2384 48.9378 -0.68
C 6.3063 -8.9288 47.6856 -0.51
C 5.4462 -7.9638 46.8997 -0.82
C 4.1272 -7.8313 47.7228 -0.26
H 3.3323 -8.8343 49.2462 0.30
H 5.7718 -9.9845 49.5961 0.54
H 7.2617 -9.2337 47.3851 0.93
H 5.5722 -7.4530 45.9035 0.35
H 3.2379 -7.3316 47.1934 0.35
N 5.3041 -6.4810 50.4582 0.24
C 5.3660 -6.4550 51.8545 -0.37
C 5.6221 -5.0451 52.4169 -0.63
C 5.7555 -4.2003 51.2392 -0.99
C 5.4411 -5.1254 49.9918 -0.69
H 5.0613 -7.4137 49.8488 0.30
H 5.4108 -7.4547 52.3349 0.15
H 5.6900 -4.6038 53.4054 0.46
H 5.9347 -3.3240 51.2614 0.88
H 5.3718 -4.8099 49.0289 0.57
N 14.7487 -5.3797 46.3193 -0.06
C 14.7865 -6.5706 45.5883 -0.54
C 13.4858 -7.0573 45.3558 -0.18
C 12.5580 -6.0444 45.9733 -0.25
C 13.4580 -5.1519 46.6903 -0.72
H 15.6569 -4.8575 46.6526 0.30
H 15.8215 -7.0214 45.0907 0.26
H 13.1365 -8.0111 44.6576 0.25
H 11.5416 -5.9747 45.8325 0.64
H 13.1934 -4.2677 47.2974 0.42
N 16.2931 -8.3848 52.9823 0.00
C 15.8436 -9.5619 53.3963 -0.75
C 15.0732 -9.3466 54.6576 -0.58
C 15.0494 -7.8626 54.8047 -0.35
C 15.7566 -7.2457 53.6563 -0.46
H 17.0268 -8.2842 52.1384 0.34
H 16.2895 -10.5373 53.0668 0.47
H 14.7603 -9.9949 55.4276 0.52
H 14.4962 -7.2629 55.6440 0.25
H 16.0707 -6.4275 53.1639 0.53



Entry 4:
22
Properties=species:S:1:pos:R:3:mulliken_charge:R:1 method="wB97M-V/def2-TZVPD" lumo_ev=0.7 charge=0 energy_ha=-3039.9461 homo_lumo_gap_ev=10.049 smiles="BrC1=NCC=CC1.C=C(C)F" homo_ha=-0.344
C -0.4583 -2.5341 0.7409 -0.59
C -1.4351 -2.5666 -0.1865 -0.22
C 0.1337 -1.1290 1.0483 -0.34
C -2.3868 -1.4381 -0.3787 -0.27
C -1.8730 -0.1627 0.1856 0.19
C 0.9710 1.8644 -1.0711 -1.11
C 3.0497 1.9035 0.2640 -0.90
C 1.7924 2.2404 0.1253 0.76
N -0.8627 -0.0639 0.9481 -0.38
F 0.9579 2.9993 0.8871 -0.25
Br -3.0125 1.3921 0.1867 -0.14
H 0.1653 -3.3486 0.9052 0.41
H -1.7460 -3.4593 -0.8556 0.27
H 0.4367 -0.9446 2.1716 0.27
H -2.5894 -1.1134 -1.5063 0.26
H -3.3682 -1.5296 0.0829 0.31
H 0.7806 0.7642 -1.2851 0.20
H 1.4199 2.0953 -1.9973 0.43
H -0.0846 2.1845 -1.0067 0.25
H 3.4536 1.2633 -0.5959 0.22
H 3.6702 2.4440 0.8696 0.41
H 0.9855 -0.8612 0.4680 0.23



Entry 5:
18
Properties=species:S:1:pos:R:3:mulliken_charge:R:1 method="wB97M-V/def2-TZVPD" lumo_ev=0.8 charge=0 energy_ha=-364.2131 homo_lumo_gap_ev=10.608 smiles=C[C@H](O)[C@@H](N)CO homo_ha=-0.359
C 0.8781 -0.2619 1.3727 -0.54
O 1.2824 -1.3590 2.1694 -0.52
C 0.0084 -0.6010 0.1372 0.08
C -0.1763 0.5741 -0.8064 0.37
C -0.8888 1.7465 -0.1487 -1.36
O -0.9152 0.0253 -1.9443 -0.53
N 0.6032 -1.7813 -0.5020 -0.75
H 1.8128 0.2464 1.0932 0.25
H 0.3224 0.3784 2.0610 0.25
H -0.9304 -0.9107 0.6085 0.25
H 0.7870 0.8670 -1.2419 0.27
H -0.5196 2.6726 -0.6000 0.36
H -0.8072 1.7893 0.9316 0.31
H -1.9596 1.7948 -0.3785 0.39
H -1.4102 0.7883 -2.2562 0.30
H 1.0756 -1.5100 -1.3579 0.28
H -0.1701 -2.2615 -0.9695 0.27
H 1.0076 -2.1973 1.8318 0.31



Entry 6:
43
Properties=species:S:1:pos:R:3:mulliken_charge:R:1 method="wB97M-V/def2-TZVPD" lumo_ev=0.4 charge=0 energy_ha=-1078.5692 homo_lumo_gap_ev=9.441 homo_ha=-0.332
C -0.6355 1.0378 -3.0110 -0.27
C 0.5818 0.8049 -2.1011 0.78
C -1.3960 -0.1369 -3.2676 -0.71
C -2.5024 -0.3971 -2.3206 0.38
C -3.6420 -0.9309 -2.9582 -0.62
C -4.0761 -0.5258 -0.7830 -0.39
C 0.9099 0.1953 0.3376 -0.90
C 0.5410 1.6822 0.9835 0.27
C 2.4754 0.1253 0.5139 0.08
C 2.8396 -1.2567 0.9052 0.00
C 3.1244 -1.2759 2.4113 -1.82
C 1.2078 -1.1710 4.0700 0.62
H 0.9797 1.8853 -3.8163 0.44
H 0.4002 0.5641 -4.8388 0.33
H -1.3492 1.7469 -2.5731 0.43
H -1.7428 0.2147 -4.2947 0.33
H -0.7211 -0.9602 -3.4694 0.27
H -3.6943 -1.0146 -4.0344 0.40
H -4.5720 -0.3880 0.2214 0.39
H -5.5775 -1.2484 -2.1604 0.17
H -0.7995 0.2860 -0.7615 0.42
H 0.2285 -0.4074 1.0144 0.38
H 3.0909 0.7107 -0.4991 0.33
H 2.6810 0.9027 1.5020 0.35
H 3.7108 -1.7351 0.3303 0.33
H 1.8036 -1.7377 0.6400 0.13
H 3.3759 -2.3124 2.6681 0.30
H 4.0044 -0.7330 2.4615 0.60
H 2.8442 -0.0448 3.7862 0.11
H 0.0637 -1.3708 5.5132 0.22
H 1.1864 -2.4631 2.2928 0.29
H -0.4094 -2.3640 3.7410 0.26
H 0.6820 0.6354 2.9945 0.38
N -0.0875 1.4719 -4.2205 -0.91
N -2.7222 -0.3343 -0.8503 -0.39
N -4.6565 -1.0845 -1.9597 -0.09
N 0.2700 0.0355 -1.0682 0.04
N 2.1879 -0.5803 3.3520 0.17
N 0.8646 -0.7542 5.1996 -0.67
N 0.6518 -2.2458 3.3641 -0.58
O 1.7367 1.3373 -2.3226 -0.78
O 0.4786 2.7780 0.2262 -0.53
O 0.4960 1.5557 2.5819 -0.56